[1]
C30H43NO23SSi | wB97M-V/def2-TZVPD

Results
HOMO-LUMO gap (eV): 9.90
E_LUMO (eV): -0.07
HOMO (eV): -9.969

Cartesian coordinates (Å):
C1 -3.375 -1.816 -1.091
Si1 -4.165 -0.407 -0.050
C2 -3.887 1.178 -1.099
C3 -6.030 -0.733 0.106
O1 -3.360 -0.115 1.436
C4 -2.224 -0.950 1.657
C5 -0.925 -0.512 0.888
C6 -0.078 0.592 1.627
O2 0.850 0.141 2.636
S1 1.782 1.514 2.843
O3 1.162 2.412 3.807
O4 3.082 1.135 3.358
O5 1.686 2.142 1.307
C7 0.816 1.285 0.489
C8 1.682 0.325 -0.394
C9 1.129 -0.366 -1.576
C10 2.013 -1.274 -2.307
C11 3.407 -1.401 -1.778
N1 3.945 -0.750 -0.720
C12 3.081 0.078 -0.074
H1 -3.422 -2.795 -0.545
H2 -3.854 -1.871 -2.110
H3 -2.283 -1.617 -1.300
H4 -4.479 2.053 -0.732
H5 -4.031 0.948 -2.188
H6 -2.800 1.464 -0.994
H7 -6.424 -0.468 1.122
H8 -6.543 -0.116 -0.678
H9 -6.208 -1.813 -0.149
H10 -1.981 -0.863 2.759
H11 -2.425 -2.049 1.500
H12 -0.263 -1.425 0.825
H13 -1.089 -0.150 -0.153
H14 -0.834 1.345 1.970
H15 0.105 1.968 -0.044
H16 0.066 -0.206 -1.870
H17 1.639 -1.842 -3.187
H18 4.082 -2.114 -2.318
H19 3.495 0.635 0.805
C13 2.655 -1.323 5.791
C14 1.385 -1.435 4.995
O6 1.189 -2.845 4.907
C15 1.848 -3.413 5.954
O7 1.750 -4.556 6.269
O8 2.631 -2.503 6.594
H20 2.681 -0.430 6.414
H21 3.547 -1.342 5.161
H22 0.527 -0.990 5.510
H23 1.471 -0.990 4.004
C16 -2.532 5.823 -0.650
C17 -2.548 4.703 0.353
O9 -2.009 3.609 -0.388
C18 -1.260 4.134 -1.395
O10 -0.539 3.493 -2.094
O11 -1.438 5.475 -1.496
H24 -2.370 6.796 -0.187
H25 -3.444 5.862 -1.250
H26 -1.902 4.899 1.213
H27 -3.551 4.474 0.709
C19 5.282 -2.039 -5.328
C20 5.176 -2.929 -6.532
O12 3.796 -3.279 -6.542
C21 3.127 -2.308 -5.872
O13 1.936 -2.213 -5.840
O14 3.979 -1.460 -5.242
H28 6.042 -1.268 -5.444
H29 5.481 -2.598 -4.410
H30 5.417 -2.408 -7.462
H31 5.802 -3.817 -6.453
C22 -0.304 -3.943 -6.443
C23 -0.417 -4.836 -7.646
O15 -1.799 -5.187 -7.652
C24 -2.468 -4.212 -6.977
O16 -3.654 -4.114 -6.940
O17 -1.607 -3.366 -6.352
H32 0.455 -3.173 -6.564
H33 -0.100 -4.502 -5.525
H34 -0.181 -4.315 -8.578
H35 0.210 -5.723 -7.569
C25 -3.497 -1.053 5.277
C26 -3.527 -0.740 6.747
O18 -4.675 0.096 6.868
C27 -5.493 -0.184 5.816
O19 -6.607 0.217 5.706
O20 -4.869 -0.983 4.907
H36 -3.089 -2.042 5.070
H37 -2.937 -0.310 4.702
H38 -3.672 -1.631 7.362
H39 -2.630 -0.220 7.083
C28 4.195 5.218 2.531
C29 3.504 4.720 1.292
O21 4.260 5.319 0.244
C30 5.498 5.590 0.741
O22 6.425 5.939 0.083
O23 5.537 5.408 2.090
H40 4.153 4.501 3.350
H41 3.798 6.175 2.877
H42 3.555 3.635 1.191
H43 2.461 5.030 1.245

Cartesian forces (eV/Å) of the 2 atoms listed first:
0.6998 -0.0049 0.1481
-0.0517 0.8949 -1.0589


[2]
C30H44Cl2GaNPS | wB97M-V/def2-TZVPD

Results
HOMO-LUMO gap (alpha / beta) (eV): 6.91 / 4.58
Total charge: -1
E_LUMO (alpha / beta) (eV): 2.64 / 2.32
HOMO (alpha / beta) (eV): -4.267 / -2.266

Cartesian coordinates (Å):
P1 2.702 1.143 -3.271
C1 3.105 -0.293 -4.460
C2 3.939 -0.033 -5.720
C3 3.952 -1.279 -6.614
C4 4.400 -2.545 -5.872
C5 3.667 -2.752 -4.543
C6 3.667 -1.484 -3.675
C7 4.383 1.634 -2.545
C8 5.590 1.648 -3.475
C9 6.804 2.253 -2.754
C10 7.110 1.543 -1.429
C11 5.875 1.373 -0.534
C12 4.675 0.792 -1.293
C13 2.517 2.527 -4.529
C14 1.297 2.236 -5.422
C15 1.043 3.366 -6.430
C16 0.961 4.745 -5.770
C17 2.145 5.024 -4.841
C18 2.406 3.893 -3.833
H1 2.081 -0.559 -4.786
H2 4.971 0.217 -5.442
H3 3.552 0.821 -6.291
H4 4.606 -1.098 -7.476
H5 2.938 -1.434 -7.008
H6 4.244 -3.417 -6.516
H7 5.480 -2.485 -5.679
H8 2.624 -3.037 -4.740
H9 4.126 -3.575 -3.981
H10 3.066 -1.656 -2.771
H11 4.698 -1.265 -3.359
H12 4.197 2.669 -2.210
H13 6.601 3.315 -2.560
H14 5.390 2.217 -4.395
H15 5.835 0.618 -3.772
H16 7.678 2.207 -3.415
H17 7.883 2.101 -0.888
H18 7.531 0.551 -1.645
H19 6.115 0.728 0.320
H20 5.588 2.353 -0.127
H21 3.788 0.784 -0.645
H22 4.886 -0.248 -1.579
H23 3.431 2.535 -5.154
H24 1.429 1.290 -5.969
H25 0.413 2.105 -4.779
H26 1.855 3.368 -7.171
H27 0.116 3.154 -6.975
H28 0.029 4.812 -5.195
H29 0.912 5.518 -6.542
H30 1.980 5.957 -4.291
H31 3.051 5.166 -5.446
H32 3.330 4.121 -3.282
H33 1.597 3.853 -3.087
Ga1 0.224 0.193 -0.262
Cl1 1.458 2.001 -0.302
Cl2 0.344 -1.021 -2.076
C19 0.346 -0.772 1.462
H34 -0.395 -0.541 2.236
C20 1.373 -1.653 1.837
C21 1.603 -2.021 3.215
C22 2.734 -2.735 3.582
C23 3.659 -3.168 2.610
C24 3.419 -2.899 1.252
C25 2.292 -2.188 0.858
H35 0.880 -1.690 3.964
H36 2.917 -2.969 4.632
H37 4.123 -3.256 0.495
H38 2.073 -2.020 -0.201
H39 4.552 -3.720 2.907
S1 -2.060 0.999 -0.178
C26 -2.767 0.279 1.213
N1 -2.855 1.038 2.361
C27 -3.350 0.543 3.540
C28 -3.810 -0.757 3.586
C29 -3.796 -1.538 2.419
C30 -3.291 -1.014 1.236
H40 -2.504 1.995 2.318
H41 -3.346 1.230 4.382
H42 -4.186 -1.158 4.525
H43 -4.185 -2.553 2.437
H44 -3.248 -1.570 0.307

Cartesian forces (eV/Å) of the 2 atoms listed first:
0.8527 0.0438 -0.7081
-0.3126 0.5659 0.3379


[3]
C30H44LaN7O2PS | wB97M-V/def2-TZVPD

Results
HOMO-LUMO gap (eV): 8.08
Total charge: +3
E_LUMO (eV): -7.62
HOMO (eV): -15.702

Cartesian coordinates (Å):
La1 0.228 -0.252 0.508
N1 -2.811 0.824 0.061
C1 -2.590 0.949 -1.403
C2 -3.762 0.399 -2.218
C3 -3.583 0.345 -3.746
C4 -2.594 1.342 -4.351
N2 -2.906 2.720 -3.993
C5 -2.054 3.684 -3.673
N3 -2.517 4.900 -3.370
N4 -0.746 3.461 -3.550
C6 -1.251 0.213 -1.453
O1 -1.220 -0.981 -1.084
O2 -0.196 0.908 -1.521
H1 -3.220 -0.099 0.220
H2 -3.516 1.496 0.364
H3 -2.410 2.007 -1.614
H4 -4.628 1.017 -1.974
H5 -3.975 -0.614 -1.870
H6 -4.564 0.477 -4.202
H7 -3.226 -0.644 -4.036
H8 -2.633 1.239 -5.441
H9 -1.590 1.087 -4.012
H10 -3.875 2.978 -4.125
H11 -3.480 5.152 -3.528
H12 -1.876 5.659 -3.198
H13 -0.338 2.563 -3.746
H14 -0.115 4.218 -3.346
N5 3.787 -3.143 0.756
C7 4.487 -2.228 0.005
C8 5.804 -2.181 -0.434
C9 6.157 -1.096 -1.209
C10 5.240 -0.090 -1.541
C11 3.936 -0.121 -1.095
C12 3.561 -1.210 -0.314
N6 2.341 -1.529 0.250
C13 2.515 -2.701 0.867
C14 1.417 -3.392 1.503
C15 1.425 -4.648 2.055
S1 -0.142 -5.107 2.544
C16 -0.724 -3.596 2.000
N7 0.174 -2.792 1.495
H15 4.166 -4.010 1.111
H16 6.508 -2.963 -0.195
H17 7.167 -1.022 -1.579
H18 5.566 0.722 -2.171
H19 3.221 0.649 -1.357
H20 2.258 -5.313 2.186
H21 -1.769 -3.348 2.074
C17 -1.912 1.459 3.486
C18 -0.459 1.433 3.957
C19 -0.254 2.346 5.162
C20 -0.058 0.003 4.339
P1 0.647 1.845 2.475
C21 2.339 1.824 3.154
C22 2.830 2.798 4.024
C23 4.118 2.695 4.520
C24 4.933 1.637 4.154
C25 4.454 0.669 3.283
C26 3.165 0.762 2.792
C27 0.382 3.548 1.678
C28 -0.764 3.397 0.672
C29 0.063 4.690 2.635
C30 1.680 3.804 0.907
H22 -2.553 1.023 4.250
H23 -2.035 0.873 2.563
H24 -2.252 2.479 3.314
H25 -0.905 2.015 5.969
H26 -0.500 3.380 4.946
H27 0.768 2.292 5.528
H28 -0.673 -0.338 5.170
H29 0.985 -0.041 4.653
H30 -0.207 -0.695 3.501
H31 2.224 3.639 4.318
H32 4.485 3.449 5.197
H33 5.935 1.565 4.544
H34 5.083 -0.153 2.984
H35 2.782 0.000 2.114
H36 -1.700 3.144 1.167
H37 -0.519 2.632 -0.073
H38 -0.903 4.345 0.153
H39 -0.909 4.557 3.104
H40 0.031 5.624 2.076
H41 0.814 4.811 3.409
H42 1.921 2.944 0.270
H43 2.516 3.986 1.578
H44 1.567 4.679 0.273

Cartesian forces (eV/Å) of the 2 atoms listed first:
1.5059 -1.2065 1.8544
-0.2041 -0.2005 -0.0044


[4]
C30H44N10S3TeY | wB97M-V/def2-TZVPD

Results
HOMO-LUMO gap (eV): 5.19
Total charge: -1
E_LUMO (eV): 1.93
HOMO (eV): -3.264

Cartesian coordinates (Å):
Y1 0.621 0.409 -0.044
C1 -0.695 -1.127 2.867
N1 -0.423 0.264 2.473
C2 -1.690 1.007 2.240
C3 -2.619 0.241 1.324
N2 -2.105 0.086 -0.059
C4 -2.368 -1.298 -0.510
C5 -2.758 1.055 -0.951
C6 -4.059 0.797 -1.379
C7 -4.735 1.670 -2.212
C8 -4.090 2.833 -2.623
C9 -2.811 3.104 -2.185
C10 -2.108 2.239 -1.328
S1 -0.544 2.730 -0.722
C11 0.337 0.951 3.519
C12 0.016 0.706 4.854
C13 0.679 1.336 5.892
C14 1.683 2.247 5.582
C15 1.993 2.507 4.265
C16 1.334 1.880 3.188
S2 1.813 2.312 1.571
H1 -1.543 -1.193 3.566
H2 0.177 -1.540 3.365
H3 -0.912 -1.755 2.002
H4 -1.433 1.976 1.806
H5 -2.195 1.173 3.203
H6 -3.599 0.730 1.310
H7 -2.779 -0.760 1.729
H8 -3.402 -1.609 -0.316
H9 -1.709 -1.994 0.015
H10 -2.155 -1.382 -1.571
H11 -4.556 -0.112 -1.065
H12 -5.739 1.441 -2.545
H13 -4.588 3.529 -3.288
H14 -2.307 4.009 -2.497
H15 -0.771 0.004 5.098
H16 0.417 1.118 6.919
H17 2.226 2.754 6.371
H18 2.773 3.217 4.018
C17 4.515 -3.825 3.763
C18 3.654 -2.941 2.907
C19 2.541 -3.434 2.241
C20 1.753 -2.574 1.497
N3 2.001 -1.266 1.386
C21 3.098 -0.794 1.990
C22 3.931 -1.588 2.756
H19 4.404 -4.873 3.488
H20 4.235 -3.723 4.814
H21 5.567 -3.551 3.676
H22 2.277 -4.483 2.287
H23 0.907 -2.965 0.943
H24 3.297 0.263 1.852
H25 4.796 -1.140 3.228
C23 2.077 0.623 -6.262
C24 3.447 1.130 -5.829
C25 3.445 2.648 -5.685
C26 3.898 0.460 -4.529
N4 3.053 0.753 -3.394
C27 2.437 -0.255 -2.605
N5 2.627 0.226 -1.270
N6 3.224 1.445 -1.364
N7 3.507 1.770 -2.534
H26 1.759 1.100 -7.192
H27 1.332 0.837 -5.493
H28 2.080 -0.459 -6.416
H29 4.187 0.850 -6.591
H30 2.743 2.949 -4.905
H31 3.147 3.126 -6.621
H32 4.430 3.025 -5.401
H33 4.922 0.773 -4.293
H34 3.906 -0.627 -4.665
H35 2.841 -1.255 -2.797
S3 -1.676 -4.840 1.156
C28 -3.177 -4.176 1.376
N8 -4.215 -4.255 0.504
C29 -5.442 -3.720 1.069
C30 -4.879 -2.780 2.142
N9 -3.599 -3.417 2.425
H36 -4.186 -4.954 -0.218
H37 -6.056 -4.510 1.514
H38 -6.031 -3.187 0.323
H39 -5.510 -2.731 3.027
H40 -4.742 -1.771 1.744
H41 -2.901 -3.004 3.022
Te1 0.199 -0.635 -2.975
N10 1.003 -3.938 -1.280
H42 1.969 -3.814 -1.560
H43 0.451 -3.378 -1.927
H44 0.774 -4.919 -1.389

Cartesian forces (eV/Å) of the 2 atoms listed first:
0.0785 0.0334 -0.1759
0.0348 0.0242 0.0433


[5]
C30H45AuBrO2P2 | wB97M-V/def2-TZVPD

Results
HOMO-LUMO gap (alpha / beta) (eV): 5.00 / 6.06
Total charge: +1
E_LUMO (alpha / beta) (eV): -2.06 / -4.50
Spin multiplicity: 3
HOMO (alpha / beta) (eV): -7.056 / -10.561

Cartesian coordinates (Å):
Au1 1.414 1.058 2.387
C1 -0.839 -1.843 3.084
C2 0.026 -1.140 3.921
C3 -1.397 0.377 2.848
C4 -1.680 -0.902 2.388
C5 -0.212 0.309 3.744
C6 -0.927 -3.314 2.928
H1 -0.254 -3.823 3.628
H2 -0.662 -3.630 1.907
H3 -1.951 -3.668 3.120
C7 -2.662 -1.231 1.323
H4 -2.879 -2.304 1.311
H5 -2.277 -0.941 0.329
H6 -3.605 -0.686 1.473
C8 -2.155 1.589 2.476
H7 -3.237 1.438 2.621
H8 -2.016 1.830 1.412
H9 -1.854 2.461 3.067
C9 -0.074 1.239 4.910
H10 -0.895 1.103 5.632
H11 -0.081 2.278 4.568
H12 0.873 1.064 5.432
C10 0.981 -1.748 4.870
H13 0.465 -2.342 5.643
H14 1.569 -0.977 5.378
H15 1.678 -2.428 4.356
C11 -0.016 -1.794 -4.021
C12 0.207 -2.696 -3.057
C13 1.589 -3.151 -2.656
C14 2.646 -2.025 -2.510
C15 2.024 -0.653 -2.273
C16 2.207 0.345 -3.332
C17 1.617 0.122 -4.526
C18 1.056 -1.219 -4.924
H16 1.975 -3.864 -3.405
H17 3.277 -1.998 -3.414
H18 1.518 -3.710 -1.711
H19 1.867 -1.960 -5.059
H20 -1.039 -1.517 -4.301
H21 -0.628 -3.209 -2.564
H22 0.600 -1.097 -5.922
H23 -0.342 1.086 -3.480
H24 2.767 1.260 -3.118
H25 1.588 0.895 -5.304
H26 3.333 -2.288 -1.687
H27 0.950 -0.748 -2.093
P1 2.182 0.010 -0.285
C19 3.940 -0.207 0.071
C20 1.263 -1.407 0.351
P2 2.110 2.561 1.043
C21 1.812 1.761 -0.591
C22 3.867 3.015 1.113
C23 1.197 4.123 0.987
H28 4.555 0.365 -0.636
H29 4.187 -1.272 -0.022
H30 4.177 0.101 1.095
H31 1.158 -1.319 1.442
H32 1.776 -2.349 0.112
H33 0.258 -1.413 -0.089
H34 1.836 4.921 0.582
H35 0.890 4.396 2.005
H36 0.305 4.009 0.357
H37 0.759 1.867 -0.903
H38 2.451 2.216 -1.363
H39 3.926 4.063 1.440
H40 4.358 2.914 0.135
H41 4.382 2.387 1.849
Br1 -3.578 -1.091 -3.872
C24 -4.124 0.178 -2.560
C25 -5.467 0.255 -2.190
C26 -5.869 1.151 -1.188
C27 -4.927 1.979 -0.573
C28 -3.584 1.913 -0.942
C29 -3.171 1.007 -1.933
C30 -1.732 0.786 -2.204
O1 -1.278 1.368 -3.333
O2 -1.016 0.127 -1.442
H42 -6.191 -0.395 -2.676
H43 -6.919 1.193 -0.899
H44 -5.237 2.679 0.205
H45 -2.835 2.560 -0.483

Cartesian forces (eV/Å) of the 2 atoms listed first:
-1.2963 -1.8193 1.5941
-2.2108 0.8149 -1.8781


One value per record, in order, for calculated total energy: -3641.92556, -4809.16010, -2473.81922, -3218.19856, -4712.66047 hartree.